7
Properties=species:S:1:pos:R:3 method="wB97M-V/def2-TZVPD" relative_energy_kcal_mol=21.0 homo_energy_ev=-9.76 spin_multiplicity=1 orbital_gap_ev=8.543
H 1.900 0.510 1.939
O 1.249 -0.343 0.054
O -2.471 1.092 -2.954
H 1.609 -1.461 1.721
C 1.624 -0.414 1.169
I -1.930 -0.762 -0.309
P -1.981 1.378 -1.619